Here is a 9-piece molecular cluster, C60H66F9I2N4 overall at a distorted geometry from the Open Molecules 2025 dataset. Energies are from wB97M-V/def2-TZVPD.

Geometry as XYZ:
```
141
C60H66F9I2N4 | the Open Molecules 2025 dataset | wB97M-V/def2-TZVPD
C 1.60 5.08 8.78
H 0.82 1.49 -8.39
F 7.18 -0.72 -0.28
N -2.57 -1.23 -1.65
H -3.64 -3.29 -3.18
H 2.80 -0.46 0.68
C 0.42 1.06 4.54
H -0.09 2.36 6.18
H -1.07 -2.50 -2.39
H 3.70 -3.72 8.40
C 2.68 -3.85 8.76
C 0.40 -0.34 -9.45
C 3.51 3.66 -9.98
H -2.28 -4.50 -2.86
C 3.51 2.30 -10.24
H 2.36 -1.72 4.80
H -6.25 -2.78 -8.19
C -0.20 0.07 -7.17
H 5.04 5.74 9.16
C 1.11 -0.09 4.16
H -6.24 0.21 -5.18
C 2.42 -4.17 10.09
C 0.31 -3.85 8.30
N -2.83 0.06 -3.62
H -3.16 -9.20 -1.60
H -1.22 -1.51 -6.14
C -3.79 -7.31 -0.81
C -3.96 -8.66 -1.11
F 1.20 1.14 8.07
H 4.01 -0.27 -3.43
C -0.73 6.57 8.43
H 7.12 7.33 4.97
N -4.06 -0.49 -3.95
H 2.43 -0.95 7.16
F -4.43 0.20 -1.23
C -5.64 -0.36 -5.95
H -1.22 -3.01 -8.12
F -4.64 -5.32 0.13
H 0.42 8.24 9.13
H 6.73 3.99 -8.99
C 4.65 1.54 -10.07
H -5.62 0.28 -6.86
H -7.10 -9.09 0.09
H -6.78 -6.69 0.66
C 1.83 -0.82 5.10
H -0.70 3.07 -0.37
C -3.86 -1.08 -1.02
H -0.50 -3.72 7.59
H 6.12 5.07 5.06
H 5.18 -0.70 1.36
H 3.24 -4.28 10.79
H -4.03 -1.79 -5.62
H -3.33 2.68 0.29
C 0.06 -4.18 9.63
C -0.70 5.21 8.15
C -0.77 -1.19 -7.07
C -0.18 -1.60 -9.37
H 0.49 1.50 -1.40
H -5.28 -10.34 -1.03
C -3.88 -1.49 0.52
H 2.51 4.51 8.91
H -2.74 0.98 0.59
C 4.67 4.27 -9.53
H -7.45 -1.64 -5.71
H -5.96 -2.60 -5.92
C 1.17 0.74 6.79
C 3.58 -0.47 -0.07
F -1.82 4.61 7.69
C 1.86 -0.40 6.42
C 4.26 -0.36 -2.38
C 5.59 -0.48 -2.00
C -0.53 1.05 -1.20
F 6.01 8.14 9.25
H 1.08 -0.41 3.12
C 3.26 -0.35 -1.42
I -2.39 3.31 -2.45
C -5.15 -9.29 -0.79
H -4.78 -1.01 0.98
H -1.62 -2.93 -0.76
C 1.59 6.44 9.07
C 1.62 -3.69 7.88
C -2.42 2.04 0.44
C -4.18 -0.69 -5.42
H 0.91 -4.59 11.56
H 2.49 6.92 9.44
C 1.11 -4.34 10.52
C 5.48 6.08 8.24
C 5.90 -0.60 -0.65
C -6.00 -7.25 0.16
N -0.88 0.36 -2.45
H -4.75 0.24 -3.72
C -2.90 -3.67 -2.43
F -0.22 0.88 -6.09
H -2.46 0.76 -4.27
H 2.22 -0.25 -1.72
C 0.43 7.18 8.90
H -2.91 -1.17 0.97
I -0.05 -0.31 0.47
H 5.07 4.27 7.16
H -1.64 7.13 8.28
H -2.87 -6.79 -1.06
C 5.82 2.15 -9.62
H -3.43 -0.08 -6.01
F 2.38 1.71 -10.68
F 1.87 -3.38 6.60
H 7.05 8.81 6.97
C -2.13 -0.26 -2.54
H 4.67 5.33 -9.31
C -6.48 -1.67 -6.27
C -6.75 -1.83 -7.84
H -7.85 -1.91 -8.02
C 0.45 4.46 8.32
C 4.91 -0.60 0.31
H 0.43 3.40 8.10
H 6.72 1.56 -9.48
H -3.50 -4.16 -1.59
H 0.86 -0.01 -10.37
C 0.38 0.50 -8.35
H -0.96 -4.32 9.96
C -2.00 -2.57 -1.76
C -1.42 2.29 -0.75
C -6.17 -8.59 -0.16
C 0.45 1.47 5.86
C -0.77 -2.03 -8.18
H 4.62 0.47 -10.27
H -4.60 -1.78 -1.50
C 5.51 5.26 7.11
H 2.60 4.23 -10.14
H -0.17 -2.26 -10.23
C 6.04 7.35 8.16
C 5.82 3.51 -9.35
C 6.62 7.81 7.00
H -1.94 2.39 1.40
H -6.32 -0.97 -8.41
H -3.95 -2.61 0.54
C 6.66 6.98 5.88
C -4.81 -6.62 -0.17
C 6.10 5.71 5.94
H -0.67 0.96 -3.25
H -0.14 1.63 3.80
H 6.38 -0.48 -2.73
```

Computed properties:
**HOMO energy**: -10.28 eV
**Calculated total energy**: -109901.0574 eV
**M**: 1268.01 g/mol
**Maximum force**: 0.06894 Eh/bohr
**Total charge**: +1